# 1
A structure of composition C28H23Br2Cl5N2O4Sm, computed with ωB97M-V/def2-TZVPD.

As for the HOMO-LUMO gap (alpha / beta): 6.86 / 6.84 eV. The value obtained for the energy relative to the best compared isomer or geometry (same formula, charge and spin) is 17.3 kcal/mol. The total energy is -9598.32613 a.u.

ORCA input file:
```
! RIJCOSX wB97M-V def2-TZVPD def2/J DEFGRID3
* xyz -1 6
Sm 0.76743 -0.40511 0.01755
Br 3.40255 0.52222 -0.34336
Br 1.01269 2.34792 -2.44423
Cl 3.32550 -2.21748 -2.63430
Cl 2.71172 -5.92474 2.33196
Cl 4.75200 -6.61117 0.07934
Cl 0.88634 -3.49132 2.09590
Cl 4.99120 -4.75009 -2.39783
O 0.29493 -0.24077 -6.86393
O -1.36727 0.52057 -1.13774
O -2.52039 -1.29739 -0.47795
O 1.42754 -0.60576 2.35446
N -0.87045 1.81816 1.85172
N 0.60707 -0.34228 -2.75300
C 2.16118 -0.46838 3.30411
C -1.19533 2.86185 2.61952
C 3.08033 -3.19062 -1.19859
C -5.92929 0.73489 -2.04714
C 1.23369 2.82331 1.47030
C 3.61660 -0.16414 3.13644
C 0.34928 1.75328 1.24839
C -2.40903 -0.07508 -0.90354
C -6.20743 1.85101 -1.26656
C -4.69960 0.09726 -1.93370
C -3.74427 0.58935 -1.05297
C 0.20289 -1.49146 -4.80676
C 2.06718 -3.73663 0.81551
C 2.85691 -4.87863 0.95548
C -0.36813 3.94689 2.86811
C 3.77414 -5.18836 -0.03739
C 0.64849 0.85976 -4.82263
C -0.81822 5.10198 3.72870
C 0.73603 0.77558 -3.44480
C 0.88611 3.90497 2.26445
C 1.61122 -0.61411 4.68896
C 0.38006 -0.30812 -5.51122
C 3.87576 -4.34227 -1.13454
C -1.23638 -2.04398 -0.14283
C -5.25117 2.33292 -0.38229
C 0.33417 -1.45636 -3.43561
C -4.01481 1.70798 -0.27853
C 2.13088 -2.81594 -0.23369
H 1.95201 -1.57693 5.08696
H -1.28296 4.75432 4.65350
H -6.67023 0.35916 -2.74365
H -2.18734 2.83309 3.07347
H -7.17136 2.34282 -1.34391
H -4.47605 -0.78036 -2.53106
H 2.21407 2.79631 1.00653
H -3.24718 2.08167 0.39255
H 4.17863 -0.34973 4.05446
H -0.00629 -2.42594 -5.31604
H 0.22178 -2.35573 -2.84212
H 0.12320 -1.11840 -7.21136
H 3.70462 0.89082 2.85727
H 4.01915 -0.72879 2.29755
H 0.77531 1.80012 -5.34114
H 1.99630 0.17596 5.33881
H -1.54982 5.72671 3.21105
H 0.52298 -0.59822 4.66798
H 1.58525 4.72458 2.42028
H -1.53138 -2.53197 0.78341
H -5.46379 3.20388 0.22471
H 0.02817 5.73645 3.99529
H -1.22714 -2.84957 -0.88030
*
```


# 2
A structure of composition C28H23BrCl2HfN6O2 in a non-equilibrium geometry, computed with ωB97M-V/def2-TZVPD.

As for the HOMO-LUMO gap: 6.20 eV. The value obtained for the energy relative to the best compared isomer or geometry (same formula, charge and spin) is 13.4 kcal/mol. The total energy is -5101.91154 a.u.

ORCA input file:
```
! RIJCOSX wB97M-V def2-TZVPD def2/J DEFGRID3
* xyz 2 1
Hf 0.20195 0.48825 0.22581
Br 2.59718 5.64903 -1.40695
Cl -3.45125 0.73697 -5.60336
Cl -5.67340 0.68988 -3.35580
O -3.75301 0.22530 1.32664
O 1.25362 0.29126 -3.75020
N -1.80741 0.44037 0.07375
N 2.31530 0.36472 -0.35408
N -0.34846 0.46432 2.34318
N 0.02837 0.47101 -1.78288
N 0.25958 2.72754 0.26714
N 0.40424 -1.69641 0.46356
C 3.43179 0.39987 0.39505
C 0.14886 5.50443 0.05872
C 0.17931 -4.28228 0.21765
C -1.31289 0.50900 -2.26841
C -1.15699 -4.56431 -0.49228
C 0.19863 -4.89765 1.63029
C -1.69468 0.42756 2.48112
C -2.30412 0.49196 3.71826
C 2.43534 0.41013 -1.70219
C -0.12924 0.63140 4.71389
C 1.16352 0.37727 -2.55268
C -2.30890 0.48615 -1.26157
C 4.80784 0.58224 -1.53960
C -2.55865 0.34007 1.22050
C -1.51243 0.60294 4.85128
C -0.76895 3.42492 0.78968
C 1.22550 3.41658 -0.36881
C -3.02910 0.64317 -3.94485
C -0.84940 4.79961 0.71150
C -3.64463 0.54337 -1.61546
C 4.68945 0.51306 -0.15562
C 0.41076 0.55718 3.44872
C 1.20382 4.79125 -0.49349
C -4.00822 0.62197 -2.95446
C -1.68425 0.58673 -3.59826
C 3.66448 0.51886 -2.32174
C 1.37048 -4.78248 -0.62028
C 0.31132 -2.83883 0.36248
H -0.93451 0.60074 -4.37349
H 0.10626 -5.97822 1.53214
H -1.26452 -5.64285 -0.59733
H -2.00104 -4.18912 0.08601
H 5.78141 0.68324 -2.00044
H 1.48537 0.56834 3.30531
H -1.18067 -4.11728 -1.48581
H 5.55836 0.54750 0.48561
H 3.69840 0.54720 -3.40222
H 1.36842 -4.33958 -1.61595
H -4.41098 0.51937 -0.85675
H -1.96594 0.66851 5.83129
H 1.28307 -5.86281 -0.72528
H 3.30242 0.32931 1.46923
H 0.51969 0.70859 5.57425
H -0.63502 -4.53538 2.23129
H -1.69408 5.31096 1.15042
H -3.38365 0.45180 3.76565
H -1.54956 2.86228 1.28075
H 2.31915 -4.56160 -0.13124
H 0.11290 6.58240 -0.02424
H 1.13402 -4.67902 2.14500
H 2.04514 2.85926 -0.80043
*
```


# 3
A structure of composition C28H23N4O2PPtS, computed with ωB97M-V/def2-TZVPD.

As for the HOMO-LUMO gap: 7.69 eV. The value obtained for the energy relative to the best compared isomer or geometry (same formula, charge and spin) is 36.0 kcal/mol. The total energy is -2309.13544 a.u.

ORCA input file:
```
! RIJCOSX wB97M-V def2-TZVPD def2/J DEFGRID3
* xyz 0 1
Pt 0.02936 -0.40272 -1.07888
S -3.11999 -0.53658 -1.59569
P 2.80906 0.74453 -0.07397
O -2.53972 -1.85017 -1.67402
O -3.88500 -0.04385 -2.70144
N -6.46192 -0.40016 3.29313
N -0.80683 2.48612 -0.97253
N -3.16486 2.36761 -1.21034
N -1.81286 0.44284 -1.32016
C 5.46283 1.02556 0.54057
C 1.81710 -1.55286 -1.53444
C -5.92024 0.46842 1.10214
C -4.12026 -0.49198 -0.15565
C -0.21871 -1.29725 1.69431
C -2.10840 4.47535 -0.87656
C 2.17723 -0.18070 -1.53509
C -4.70594 -1.41680 1.98002
C 1.85869 -0.19286 1.16017
C 4.50495 0.08649 0.16209
C 6.77704 0.64620 0.78754
C 1.57610 -1.52720 -3.94425
C 2.28463 -0.37514 2.47421
C 0.21721 -1.47767 3.00110
C 1.54449 -2.21697 -2.77222
C 1.46917 -1.01809 3.39275
C -5.70796 -0.45596 2.12670
C -3.22561 3.68851 -1.06955
C 6.20436 -1.62545 0.25721
C 4.89385 -1.24508 0.02311
C -3.92362 -1.43786 0.84209
C 7.14860 -0.68029 0.64331
C -0.89738 3.79642 -0.83405
C -5.13821 0.44985 -0.03640
C 2.24910 0.49174 -2.79768
C -1.95390 1.82057 -1.16074
C 0.60134 -0.65283 0.77905
C 1.94206 -0.15573 -3.95385
H -5.29783 1.14924 -0.84143
H 3.26407 -0.01833 2.77378
H 6.49128 -2.66283 0.14178
H -4.55501 -2.15553 2.75830
H -4.21900 4.12417 -1.10766
H 8.17151 -0.98164 0.82877
H 1.97545 0.37413 -4.89697
H 0.03784 4.32434 -0.67589
H -0.42632 -1.97878 3.71313
H -1.19348 -1.65400 1.39260
H 1.80847 -1.15997 4.41046
H 4.17268 -1.99897 -0.26755
H 2.52829 1.53828 -2.80120
H -6.71260 1.20095 1.20281
H 1.30054 -3.27101 -2.75875
H 5.17268 2.06510 0.64001
H -7.35593 0.05535 3.21074
H 1.33835 -2.02123 -4.87662
H 7.50684 1.38792 1.08532
H -3.18101 -2.21011 0.69571
H -6.51055 -1.25543 3.82177
H 1.99982 -2.15407 -0.65250
H -2.17186 5.54643 -0.75864
*
```


# 4
A cluster of 2 separate species, C28H23NO4S in total in a non-equilibrium geometry, computed with ωB97M-V/def2-TZVPD.

As for the HOMO-LUMO gap: 3.73 eV. The value obtained for the energy relative to the best compared isomer or geometry (same formula, charge and spin) is 0.0 kcal/mol. The total energy is -1834.45263 a.u.

ORCA input file:
```
! RIJCOSX wB97M-V def2-TZVPD def2/J DEFGRID3
* xyz 0 1
S 2.27130 1.43959 1.80282
O 2.31778 2.10850 3.08324
O 2.83060 2.09864 0.63491
O -5.09677 2.81485 3.11861
O -3.93637 4.68008 3.26028
N -4.01626 3.44581 3.04537
C -3.41997 -0.46859 -2.15194
C 3.30651 -0.01837 2.04317
C -2.82247 2.75467 2.70073
C -1.71196 0.76677 1.89200
C -2.16183 0.09614 -1.77111
C -3.57465 -1.86932 -2.35466
C 3.84760 -0.16159 -2.58413
C 5.06590 -2.16802 2.24671
C -2.85072 1.37806 2.37160
C -4.55793 0.36151 -2.35976
C -1.60712 3.47620 2.63467
C 2.93752 -2.41161 -2.49959
C 2.65791 0.33152 -2.05770
C -0.45256 1.46341 1.82171
C 3.74518 -0.67434 0.90405
C -4.82240 -2.41221 -2.65014
C 1.52919 -0.51716 -1.87363
C 4.59447 -1.53488 3.40170
C -0.94452 -0.56855 -1.83665
C -5.94352 -1.57998 -2.78954
C 3.98413 -1.53504 -2.82560
C 1.71983 -1.91707 -2.04466
C 0.71944 0.79355 1.43197
C 0.26287 0.05278 -1.53011
C 4.61830 -1.75413 0.98855
C -5.79612 -0.18544 -2.67675
C 3.70415 -0.45825 3.30948
C -0.45979 2.85623 2.19219
H -4.42844 1.44224 -2.26650
H -3.77895 0.82915 2.51017
H 3.40116 -0.31185 -0.05927
H -0.92653 -1.59993 -2.20268
H 2.56417 1.37721 -1.75505
H 3.33271 0.04578 4.19850
H -6.92450 -2.01019 -2.99863
H -2.15652 1.13948 -1.44492
H 3.07292 -3.48768 -2.62742
H 4.92420 -1.87085 4.38548
H -1.60780 4.52014 2.94840
H 4.94815 -2.24709 0.07436
H 4.66391 0.53217 -2.79774
H 5.78400 -2.98671 2.31748
H -1.72590 -0.27616 1.57550
H 0.89849 -2.59700 -1.80282
H 0.44660 3.45713 2.15234
H 0.70418 -0.26511 1.19236
H -6.65687 0.47024 -2.82464
H -4.92614 -3.49284 -2.76064
H 4.91180 -1.91926 -3.24842
H 0.25079 1.08988 -1.19240
H -2.70916 -2.52249 -2.25131
*
```


# 5
A structure of composition C28H24Br2FN8O3V in a non-equilibrium geometry, computed with ωB97M-V/def2-TZVPD.

As for the HOMO-LUMO gap (alpha / beta): 6.93 / 7.73 eV. The value obtained for the energy relative to the best compared isomer or geometry (same formula, charge and spin) is 39.4 kcal/mol. The total energy is -7936.63913 a.u.

ORCA input file:
```
! RIJCOSX wB97M-V def2-TZVPD def2/J DEFGRID3
* xyz 2 3
Br -2.08107 -6.50330 1.00669
Br 5.36663 -3.60670 1.43841
V -0.06957 -0.21506 0.02263
F -0.49143 -1.40316 6.70134
O -1.00373 3.36076 -0.13443
O -0.38394 -0.10379 1.95238
O 0.20833 1.46876 -0.03208
N -2.87273 0.66444 10.46717
N -0.73452 -2.66070 -3.02555
N -0.82586 -2.09307 0.39205
N -1.34590 -4.97706 -2.44229
N -0.24812 -0.66672 -1.74625
N 1.57004 -1.21063 0.28371
N -1.42135 0.87248 8.20771
N -1.33291 3.31953 4.01102
C -0.62966 0.97747 2.57482
C -0.80653 0.97621 4.01138
C -3.27004 4.71913 4.68687
C -1.18400 0.90197 6.83279
C -2.66441 2.06061 9.94173
C -0.77450 2.24550 1.94536
C 2.78327 -0.64619 0.20990
C 2.59484 -3.25586 0.96824
C -0.23951 -4.36611 0.81559
C -1.05759 -3.89426 -2.72680
C -0.60344 -0.20024 4.73859
C -1.58940 -0.10065 10.46554
C -1.75322 4.57519 4.65427
C 0.10081 -3.03742 0.62810
C -1.17829 2.13738 4.71154
C 1.47655 -2.51267 0.63181
C -2.11085 -2.44429 0.34375
C -1.38994 2.06324 6.09312
C -1.12719 3.33640 2.68696
C -1.57988 -4.71971 0.76079
C -1.44885 2.08178 9.01194
C -0.54684 2.42487 0.46304
C 3.94090 -1.32341 0.51973
C -2.53853 -3.74379 0.52022
C -0.76199 -0.23080 6.09055
C 3.83998 -2.64778 0.93135
C -0.49914 -1.65041 -2.36866
C -1.16930 -0.33103 9.01635
H 0.51195 -5.12395 0.97987
H 2.50354 -4.29169 1.25954
H -0.29982 -1.09773 4.21702
H -3.56900 2.36386 9.42013
H -2.50070 2.73507 10.78062
H -3.28171 0.69542 11.40150
H -3.58479 -4.00263 0.45377
H -0.11810 -0.62841 9.01180
H -2.82320 -1.65505 0.13210
H -1.74992 -1.16034 8.61684
H -0.85970 0.46964 11.03538
H 4.90282 -0.83693 0.45295
H -1.51782 2.97090 8.39761
H 2.80923 0.38939 -0.10453
H -1.31646 5.39230 4.08433
H -1.24932 4.28641 2.18015
H -1.32992 4.62411 5.65423
H -3.53668 0.17165 9.86785
H -3.67385 4.72375 3.67456
H -1.72851 -1.05984 10.95895
H -0.52488 2.17895 9.59107
H -3.53864 5.66302 5.15961
H -3.73858 3.90458 5.24100
H -1.74229 2.94554 6.60063
*
```


# 6
A structure of composition C28H24BrNO2S in a non-equilibrium geometry, computed with ωB97M-V/def2-TZVPD.

As for the HOMO-LUMO gap: 5.10 eV. The value obtained for the energy relative to the best compared isomer or geometry (same formula, charge and spin) is 0.0 kcal/mol. The total energy is -4258.68634 a.u.

ORCA input file:
```
! RIJCOSX wB97M-V def2-TZVPD def2/J DEFGRID3
* xyz 0 1
Br -0.45969 -2.11850 0.00342
S -0.46613 -1.19141 2.86352
O 0.13326 -0.26881 3.80680
O -1.91094 -1.23614 2.74768
N 1.57512 -0.07802 -5.25687
C 1.02934 0.05205 -3.97725
C 1.36646 0.21308 -1.60108
C -1.78017 2.16208 1.45480
C -2.90265 0.69290 -0.15717
C -0.42613 2.68014 1.66533
C 0.55249 -5.29209 4.64395
C -0.69632 -3.91658 3.08945
C 0.21745 -0.98066 1.31426
C -0.37387 1.24299 -0.17534
C 1.72675 2.58613 0.45762
C 1.54197 -1.35060 -5.94578
C 0.02609 -2.80194 3.51605
C 0.42312 2.12781 0.63690
C -4.13272 1.13610 0.34940
C 1.11447 -2.94356 4.39124
C 1.36490 -4.19601 4.96619
C -3.00160 2.55889 1.97938
C 1.55729 1.07070 -6.14292
C 0.06641 3.66850 2.50786
C -0.80999 0.73047 -2.57100
C -1.73204 1.26754 0.32397
C 1.38273 4.12346 2.30766
C -0.43499 -5.16515 3.65832
C 2.20326 3.59872 1.29617
C 1.82921 -0.17909 -2.84013
C 0.05317 0.72135 -1.44956
C -4.17282 2.08110 1.39329
C -0.30422 0.45497 -3.82592
H 2.19263 -4.32726 5.66785
H 1.48712 -2.19046 -5.23794
H 2.45490 -1.42971 -6.55087
H 1.75860 4.91460 2.95398
H 0.64403 1.09447 -6.75510
H 1.26653 -0.66293 1.30307
H 1.74393 -2.08373 4.62925
H 3.21538 3.97777 1.15694
H 1.62470 2.01621 -5.59072
H 0.67232 -1.39289 -6.62321
H -0.92698 0.53591 -4.71856
H -0.58796 4.08651 3.27759
H -1.46562 -3.79826 2.32531
H 0.69721 -6.25377 5.14788
H -1.85218 1.01548 -2.44398
H 2.01409 0.11654 -0.73041
H -1.01077 -6.03591 3.33704
H -5.06399 0.74578 -0.06957
H 2.32927 2.18488 -0.34895
H 2.82993 -0.59229 -2.99057
H -3.01168 3.27139 2.80854
H -2.85928 -0.07575 -0.92860
H 2.42024 0.98897 -6.81116
H -5.13163 2.44403 1.76193
*
```


- total energy of number 2 (C28H23BrCl2HfN6O2)?
  -5101.91154 a.u.